# 1
Computed, not measured: a molecular structure, C14H32N2O8PS2 in a non-equilibrium geometry, with ωB97M-V/def2-TZVPD.

Geometry (Å):
1 C 3.44 -0.92 -0.15
2 C 4.26 -1.84 -1.11
3 O 3.50 -3.04 -1.43
4 S 4.57 -4.11 -2.15
5 O 3.78 -5.02 -3.01
6 O 5.54 -3.34 -3.00
7 N 5.42 -4.83 -0.91
8 S 5.66 -6.47 -1.17
9 O 4.45 -7.22 -0.73
10 O 6.16 -6.86 -2.51
11 P 7.20 -7.14 0.23
12 N 7.91 -8.40 -0.45
13 H 2.95 -1.47 0.66
14 H 4.16 -0.18 0.25
15 H 2.66 -0.38 -0.73
16 H 4.42 -1.26 -2.03
17 H 5.21 -2.10 -0.62
18 H 8.20 -6.15 0.43
19 H 6.56 -7.55 1.42
20 H 8.90 -8.23 -0.56
21 C -1.54 -2.04 2.51
22 C -1.23 -2.77 1.21
23 C -0.23 -1.83 0.55
24 O 0.48 -1.18 1.62
25 C -0.19 -1.44 2.86
26 H -1.93 -2.69 3.29
27 H -2.27 -1.25 2.32
28 H -0.76 -3.73 1.43
29 H -2.11 -2.96 0.59
30 H -0.74 -1.06 -0.04
31 H 0.47 -2.36 -0.09
32 H 0.42 -2.15 3.43
33 H -0.28 -0.51 3.42
34 C -3.44 2.82 2.26
35 C -2.43 3.13 1.17
36 C -1.96 1.74 0.78
37 O -3.07 0.85 0.99
38 C -4.08 1.54 1.74
39 H -4.17 3.61 2.42
40 H -2.93 2.63 3.20
41 H -2.93 3.61 0.33
42 H -1.62 3.78 1.50
43 H -1.13 1.41 1.41
44 H -1.64 1.68 -0.26
45 H -4.91 1.75 1.06
46 H -4.44 0.89 2.54
47 C -4.15 6.98 -2.77
48 C -5.38 6.45 -2.06
49 C -4.80 5.34 -1.20
50 O -3.46 5.74 -0.88
51 C -3.09 6.86 -1.69
52 H -4.26 8.00 -3.14
53 H -3.91 6.33 -3.62
54 H -5.81 7.23 -1.42
55 H -6.17 6.10 -2.73
56 H -4.75 4.40 -1.75
57 H -5.36 5.18 -0.28
58 H -3.07 7.75 -1.05
59 H -2.09 6.70 -2.10

As for the total energy: -2401.69831 Ha. As for the net charge: -1.

Löwdin population analysis, charges in e, atoms 1 to 6: -0.0775 -0.3053 -0.2672 0.5811 -0.3422 -0.3663

***

# 2
Computed, not measured: 2 unconnected molecules or ions with the total composition C2H8N2O2, with ωB97M-V/def2-TZVPD.

Geometry (Å):
1 N 0.43 -0.71 1.16
2 C 0.74 -0.95 -0.25
3 N 0.04 -0.04 -1.13
4 C -1.29 -0.19 -1.30
5 O -1.92 -1.18 -0.99
6 H 1.20 -1.00 1.75
7 H -0.47 -1.10 1.42
8 H 0.50 -1.97 -0.53
9 H 1.81 -0.77 -0.39
10 H 0.40 0.91 -1.13
11 H -1.76 0.66 -1.83
12 O 0.43 2.23 0.85
13 H -0.41 2.69 0.96
14 H 0.30 1.42 1.40

As for the total energy: -341.00813 Ha. The value obtained for the energy above the lowest of the compared OMol25 structures with the same formula, charge and spin is 58.5 kJ/mol. As for the SMILES: NCNC=O.O.

Löwdin population analysis, charges in e, atoms 1 to 6: 0.0114 -0.2579 0.0199 -0.3725 0.0145 0.0729

***

# 3
Computed, not measured: a molecular structure, ArH20O10 in a non-equilibrium geometry, with ωB97M-V/def2-TZVPD.

Geometry (Å):
1 Ar 0.21 -0.64 0.94
2 O -3.57 -2.30 0.11
3 H -3.13 -2.49 -0.71
4 H -3.22 -1.44 0.37
5 O -2.18 -0.82 3.22
6 H -1.94 -1.73 3.39
7 H -1.90 -0.35 4.01
8 O 2.37 1.28 0.01
9 H 2.97 1.91 -0.38
10 H 1.63 1.25 -0.59
11 O 0.80 1.26 -2.32
12 H 1.03 1.95 -2.94
13 H -0.11 1.43 -2.09
14 O 2.38 -0.91 -2.14
15 H 1.85 -1.42 -2.75
16 H 1.94 -0.06 -2.09
17 O -2.88 0.30 0.92
18 H -2.60 0.02 1.79
19 H -3.63 0.88 1.09
20 O -1.76 1.85 -1.45
21 H -2.36 1.93 -2.20
22 H -2.31 1.48 -0.75
23 O 4.12 -0.26 1.65
24 H 3.93 -1.20 1.63
25 H 3.56 0.11 0.96
26 O 0.37 -3.61 -1.52
27 H 1.23 -3.51 -1.10
28 H -0.19 -3.94 -0.82
29 O 0.93 3.17 1.56
30 H 1.19 3.59 0.74
31 H 1.25 2.27 1.48

As for the total energy: -1291.90596 Ha. The value obtained for the energy above the lowest of the compared OMol25 structures with the same formula, charge and spin is 35.5 kJ/mol.

Löwdin population analysis, charges in e, atoms 1 to 6: 0.2260 -0.0644 0.0248 -0.0356 -0.0459 0.0653

***

# 4
Computed, not measured: 11 unconnected molecules or ions with the total composition C43H61F4N3O14 in a non-equilibrium geometry, with ωB97M-V/def2-TZVPD.

Geometry (Å):
1 C -9.78 -24.18 -10.22
2 N -10.92 -24.32 -9.35
3 O -10.91 -23.72 -8.24
4 O -11.92 -24.94 -9.63
5 H -8.92 -24.77 -9.92
6 H -9.52 -23.12 -10.31
7 H -10.07 -24.50 -11.23
8 C 1.82 -18.08 -7.26
9 N 1.04 -19.28 -7.61
10 O 0.16 -19.51 -6.81
11 O 1.18 -19.77 -8.73
12 H 2.16 -18.07 -6.22
13 H 1.24 -17.16 -7.26
14 H 2.62 -17.89 -7.98
15 C -4.68 -16.26 -3.03
16 N -5.53 -15.91 -4.19
17 O -6.22 -14.88 -4.04
18 O -5.36 -16.56 -5.23
19 H -5.05 -17.20 -2.64
20 H -4.87 -15.56 -2.22
21 H -3.65 -16.21 -3.38
22 C -6.13 -32.97 -3.66
23 C -5.76 -32.71 -5.16
24 O -4.63 -31.93 -5.27
25 C -3.54 -32.30 -5.93
26 C -2.38 -31.37 -5.80
27 O -3.38 -33.32 -6.62
28 H -6.41 -32.00 -3.23
29 H -5.31 -33.41 -3.11
30 H -7.06 -33.54 -3.57
31 H -5.49 -33.69 -5.54
32 H -6.55 -32.39 -5.83
33 H -2.16 -31.21 -4.74
34 H -2.83 -30.51 -6.28
35 H -1.43 -31.65 -6.26
36 C -12.22 -19.87 -4.34
37 C -13.61 -20.34 -5.01
38 O -14.02 -21.60 -4.55
39 C -15.15 -21.81 -3.84
40 C -15.39 -23.24 -3.70
41 O -15.93 -20.97 -3.41
42 H -11.96 -18.85 -4.63
43 H -11.36 -20.50 -4.56
44 H -12.28 -19.77 -3.26
45 H -14.32 -19.53 -4.85
46 H -13.70 -20.11 -6.07
47 H -16.35 -23.50 -4.15
48 H -15.41 -23.50 -2.65
49 H -14.67 -23.88 -4.22
50 C 3.74 -22.12 -0.64
51 C 2.84 -21.18 -1.25
52 O 2.67 -20.04 -0.42
53 C 1.87 -19.08 -0.77
54 C 1.76 -18.02 0.23
55 O 1.19 -18.99 -1.83
56 H 3.25 -22.98 -0.20
57 H 4.29 -21.65 0.18
58 H 4.47 -22.53 -1.34
59 H 3.28 -20.76 -2.16
60 H 1.91 -21.56 -1.65
61 H 0.88 -17.43 -0.04
62 H 2.56 -17.28 0.19
63 H 1.67 -18.47 1.21
64 C -10.50 -30.47 -7.59
65 C -9.55 -29.71 -8.45
66 O -8.92 -30.53 -9.44
67 C -7.78 -30.15 -9.98
68 C -7.15 -31.14 -10.90
69 O -7.37 -29.02 -9.87
70 H -10.79 -29.84 -6.75
71 H -10.15 -31.41 -7.17
72 H -11.35 -30.88 -8.13
73 H -10.11 -28.88 -8.88
74 H -8.77 -29.29 -7.80
75 H -7.18 -32.13 -10.45
76 H -6.25 -30.69 -11.31
77 H -7.76 -31.17 -11.80
78 F 1.67 -26.08 -5.59
79 C 1.53 -26.43 -6.89
80 C 0.61 -25.71 -7.66
81 C 0.41 -26.01 -8.99
82 C 1.23 -26.95 -9.53
83 C 2.17 -27.69 -8.81
84 C 2.16 -27.51 -7.44
85 H 0.05 -24.86 -7.27
86 H -0.25 -25.43 -9.62
87 H 1.26 -27.07 -10.60
88 H 2.81 -28.45 -9.24
89 H 2.79 -28.18 -6.87
90 F -7.06 -25.77 -5.22
91 C -6.10 -24.93 -4.93
92 C -6.16 -23.52 -5.06
93 C -4.97 -22.76 -4.81
94 C -3.83 -23.42 -4.39
95 C -3.76 -24.77 -4.21
96 C -4.95 -25.48 -4.41
97 H -6.98 -23.05 -5.58
98 H -4.92 -21.72 -5.10
99 H -2.90 -22.92 -4.14
100 H -2.98 -25.42 -3.84
101 H -4.77 -26.54 -4.50
102 F -1.63 -31.30 -0.79
103 C -2.87 -31.17 -0.20
104 C -3.19 -32.07 0.82
105 C -4.40 -31.94 1.49
106 C -5.27 -30.87 1.10
107 C -4.94 -29.90 0.17
108 C -3.75 -30.08 -0.52
109 H -2.44 -32.82 1.02
110 H -4.58 -32.66 2.27
111 H -6.22 -30.79 1.62
112 H -5.57 -29.07 -0.09
113 H -3.39 -29.33 -1.21
114 F -10.65 -29.23 -1.36
115 C -10.80 -28.03 -0.79
116 C -11.17 -26.86 -1.52
117 C -11.52 -25.67 -0.82
118 C -11.48 -25.63 0.61
119 C -11.01 -26.78 1.32
120 C -10.71 -27.93 0.61
121 H -11.39 -27.01 -2.57
122 H -11.82 -24.80 -1.39
123 H -11.72 -24.79 1.24
124 H -11.04 -26.83 2.40
125 H -10.39 -28.75 1.23

As for the total energy: -3291.74299 Ha. The value obtained for the energy above the lowest of the compared OMol25 structures with the same formula, charge and spin is 136.5 kJ/mol. As for the SMILES: C[N+](=O)[O-].C[N+](=O)[O-].C[N+](=O)[O-].CCOC(C)=O.CCOC(C)=O.CCOC(C)=O.CCOC(C)=O.Fc1ccccc1.Fc1ccccc1.Fc1ccccc1.Fc1ccccc1.

Löwdin population analysis, charges in e, atoms 1 to 6: 0.0252 -0.4325 0.0216 0.0689 0.1105 0.1057

***

# 5
Computed, not measured: a molecular structure, C10H20N4NbO2 in a non-equilibrium geometry, with ωB97M-V/def2-TZVPD.

Geometry (Å):
1 C -1.43 -1.95 2.72
2 C -1.87 -1.80 1.13
3 O -3.21 -1.80 0.86
4 N -0.88 -1.70 0.00
5 Nb 0.04 0.24 -0.16
6 C 0.12 -2.83 0.07
7 C 1.52 -2.85 0.93
8 O -0.19 -3.97 -0.60
9 H -2.25 -1.42 3.36
10 H -1.52 -3.12 2.95
11 H -0.33 -1.61 2.93
12 H -0.54 0.36 -1.88
13 H 1.58 -0.51 -0.79
14 H 0.67 0.15 1.56
15 H -1.49 1.11 0.37
16 H 0.84 1.90 -0.27
17 H 1.70 -1.93 1.62
18 H 1.45 -3.80 1.66
19 H 2.44 -3.08 0.20
20 C -1.36 4.69 -3.03
21 C -0.14 3.95 -2.51
22 N 0.87 3.34 -2.07
23 H -2.08 4.85 -2.22
24 H -1.07 5.66 -3.44
25 H -1.84 4.10 -3.82
26 C 3.08 -1.23 -4.55
27 C 3.32 -1.58 -3.09
28 N 3.53 -1.86 -1.88
29 H 2.74 -2.12 -5.09
30 H 2.31 -0.46 -4.63
31 H 4.00 -0.87 -5.01
32 C -2.10 1.95 3.93
33 C -0.88 1.21 4.46
34 N 0.14 0.60 4.89
35 H -2.81 2.11 4.74
36 H -1.80 2.92 3.52
37 H -2.58 1.36 3.14

As for the total energy: -819.08346 Ha. As for the net charge: -1.

Löwdin population analysis, charges in e, atoms 1 to 6: -0.0693 -0.3966 -0.1153 -0.2097 0.9868 -0.3916

***

# 6
Computed, not measured: 2 unconnected molecules or ions with the total composition C3H5NO4 in a non-equilibrium geometry, with ωB97M-V/def2-TZVPD.

Geometry (Å):
1 O 1.50 -0.70 -1.61
2 C 1.39 -0.77 -0.43
3 O 1.39 -1.85 0.33
4 N 1.67 0.41 0.28
5 O 1.29 0.52 1.65
6 O 1.19 1.63 -0.42
7 H 1.49 -1.64 1.19
8 H 0.39 0.80 1.72
9 H 1.13 1.30 -1.37
10 C -2.01 -0.39 -0.26
11 C -1.34 0.03 -1.19
12 H -2.38 -0.59 0.64
13 H -1.05 0.21 -2.12

As for the total energy: -472.82570 Ha. The value obtained for the energy above the lowest of the compared OMol25 structures with the same formula, charge and spin is 639.9 kJ/mol. As for the SMILES: O=C(O)N(O)O.C#C.

Löwdin population analysis, charges in e, atoms 1 to 6: 0.1133 -0.6130 0.2117 -0.0664 0.0313 -0.0089

***

| no. | LUMO level (eV) |
| --- | --- |
| 1 | 1.855 |
| 2 | 0.826 |
| 3 | 0.058 |
| 4 | -0.001 |
| 5 | 2.460 |
| 6 | 0.471 |